C2H4O3S2 | ωB97M-V with the def2-TZVPD basis set

Each line ends with the Mulliken spin population.
Cartesian coordinates (Å):
C  0.49802  -1.13699  0.05759  -0.01
C  0.47856  0.17872  -0.63110  0.43
O  -1.54103  1.44765  0.92294  -0.01
O  -2.25489  -0.10729  -0.89619  0.02
O  -0.65784  -0.94159  0.92109  0.01
S  1.60867  1.67931  0.11517  1.54
S  -1.28100  0.32363  0.05878  0.02
H  0.31249  -2.14007  -0.62197  0.03
H  1.42128  -1.37124  0.67755  0.02
H  0.62207  0.34423  -1.78173  -0.03
H  0.79369  1.72364  1.17790  -0.02

Properties
Energy relative to the best compared isomer or geometry (same formula, charge and spin) = 59.6 kcal/mol
Spin multiplicity = 3
Charge = 0
Orbital gap (spin up / spin down) = 6.512 / 7.365 eV
HOMO level (spin up / spin down) = -6.1 / -11.0 eV